w.
A 3-piece molecular cluster, C2H9NO3 overall, computed with ωB97M-V/def2-TZVPD.

XYZ file:
```
15
C2H9NO3 ωB97M-V/def2-TZVPD
C 0.2833 -0.5534 0.7812
C 1.5405 -0.9107 -0.0425
N 2.7317 -0.5722 0.4960
O 1.4203 -1.4841 -1.1127
H -0.0356 0.4795 0.6919
H -0.4734 -1.1913 0.3388
H 0.5605 -0.8987 1.7795
H 3.6091 -0.6765 0.0156
H 2.7186 0.0565 1.2760
O -3.1916 2.1524 1.3269
H -3.9505 1.5623 1.3194
H -3.6055 3.0115 1.4634
O -0.8784 -0.1435 -2.6824
H -0.5423 -0.3838 -3.5567
H -0.1866 -0.4482 -2.0941
```

Its HOMO energy is -10.0 eV. Its charge is 0. Its structure (SMILES) is CC(N)=O.O.O.



x.
A 3-piece molecular cluster, C2H9NO3 overall, computed with ωB97M-V/def2-TZVPD.

XYZ file:
```
15
C2H9NO3 ωB97M-V/def2-TZVPD
C 0.9441 -0.0156 0.1773
N 2.0940 0.1301 1.0600
O 1.4620 -0.0465 -1.1359
O 0.3417 -1.2581 0.5153
H 2.2169 -0.6615 -1.1466
H 1.0367 -1.9372 0.5653
H -0.1847 0.8756 -0.2072
H 2.6111 0.9738 0.8427
H 1.8075 0.1516 2.0315
C -2.3273 0.2243 -0.7423
O -1.4816 1.0412 0.1069
H -0.9884 0.4481 0.7941
H -2.7653 0.8643 -1.5038
H -1.6767 -0.5163 -1.2133
H -3.0900 -0.2739 -0.1440
```

Its HOMO energy is -8.4 eV. Its charge is 0.



Energy ordering: w at the bottom, the next structure 0.1248 hartree above.